61
Properties=species:S:1:pos:R:3:mulliken_spin:R:1 method="wB97M-V/def2-TZVPD" s_squared=0.755 total_charge=+1 lumo_energy_ev="-3.32 / -3.18" multiplicity=2 orbital_gap_ev="6.5 / 8.2" fmax_ev_per_a=2.565
Nb -1.223 0.308 0.265 0.98
C -1.459 -0.955 2.125 -0.05
C -0.808 -2.260 1.947 0.03
C -1.465 -2.899 0.899 -0.02
C -2.617 -2.156 0.473 0.02
C -2.705 -0.992 1.277 0.00
H -1.402 -0.385 3.048 0.00
H 0.074 -2.693 2.429 0.00
H -1.179 -3.866 0.502 0.00
H -3.260 -2.508 -0.310 0.00
H -3.621 -0.446 1.455 0.02
C -0.551 6.206 2.997 0.00
C -0.779 5.411 1.743 0.00
O -0.028 4.117 1.868 0.01
P -0.413 2.615 1.953 0.02
S 0.825 1.549 0.701 -0.02
S -2.283 2.396 1.263 -0.03
O -0.243 2.149 3.464 -0.01
C 0.751 2.771 4.382 0.00
C 2.116 2.042 4.394 0.00
H -1.206 7.073 2.925 0.00
H 0.522 6.460 3.021 0.00
H -0.726 5.599 3.916 0.00
H -0.314 5.900 0.882 0.00
H -1.831 5.148 1.517 0.00
H 0.268 2.766 5.394 0.00
H 0.848 3.782 4.071 0.00
H 2.022 1.055 4.833 0.00
H 2.865 2.606 4.964 0.00
H 2.474 1.896 3.362 0.00
C 3.659 -2.824 -1.957 0.00
C 2.394 -3.159 -1.086 0.00
C 1.852 -4.566 -1.444 0.00
C 1.402 -2.017 -0.764 0.02
H 4.426 -3.597 -1.808 0.00
H 4.080 -1.822 -1.703 0.00
H 3.448 -2.828 -3.059 0.00
H 2.823 -3.277 -0.081 0.00
H 1.523 -4.628 -2.490 0.00
H 1.033 -4.866 -0.791 0.00
H 2.685 -5.257 -1.379 0.00
H 2.005 -1.277 -0.226 0.00
H 0.718 -2.398 0.013 -0.01
N -3.426 -0.783 -3.662 0.00
C -2.832 0.314 -3.152 0.01
N -1.925 0.961 -3.899 0.00
S -3.261 0.883 -1.568 -0.01
H -3.312 -1.001 -4.664 0.00
H -4.053 -1.363 -3.108 0.00
H -1.649 0.583 -4.801 0.00
H -1.507 1.807 -3.597 0.00
C 1.526 -0.359 -2.706 0.00
C 0.670 -1.343 -1.882 -0.02
C -0.258 -2.134 -2.832 0.00
O -0.343 -0.449 -1.182 0.05
H 2.223 -0.771 -3.435 0.00
H 2.109 0.204 -2.000 0.00
H 0.858 0.294 -3.219 0.00
H -0.804 -1.470 -3.513 0.00
H -0.997 -2.687 -2.295 0.00
H 0.282 -2.861 -3.472 0.00